[1]
# C31H54N9O6PS2

9 unconnected molecules or ions with the total composition C31H54N9O6PS2 at a distorted geometry (wB97M-V/def2-TZVPD, OMol25).

```
103
C31H54N9O6PS2 (wB97M-V/def2-TZVPD)
C -1.82012 1.66119 2.42525
C -1.43087 1.42071 0.87784
C -0.82744 2.73131 0.18929
C 0.22026 2.44504 -0.96918
O 1.58875 2.66474 -0.59405
C 2.19738 1.44662 -0.11616
C 3.64937 1.87563 0.39169
C 3.50244 2.70634 1.74990
C 3.92697 1.88301 3.03756
S 2.47602 1.37437 4.09557
C 2.98566 -0.32944 4.62884
S 4.56375 -0.52284 5.08330
N 1.97268 -1.35430 4.57109
C 2.15943 -2.41498 5.59247
C 0.76224 -2.98135 6.16953
C 2.01520 -1.87439 3.17577
C 1.01262 -3.05044 2.87439
O 2.40058 0.48975 -1.18268
C 2.13914 -0.82684 -0.78674
O 3.04403 -1.62240 -0.66942
C 0.65385 -1.34531 -0.53341
P 0.38406 -2.95652 -1.45944
O 0.72524 -2.78687 -2.90548
O -1.23967 -3.38020 -1.36019
O 1.26657 -4.16329 -0.72007
H -1.07313 1.08832 3.06309
H -2.86251 1.23147 2.56607
H -1.81387 2.75863 2.69998
H -2.31138 1.08640 0.26595
H -0.58406 0.66252 0.89572
H -0.39193 3.44732 0.94293
H -1.71130 3.26288 -0.28906
H -0.01799 3.15792 -1.82191
H 0.03030 1.40801 -1.38370
H 1.55898 1.07863 0.74108
H 4.25449 0.92173 0.52632
H 4.20003 2.48432 -0.39297
H 4.21444 3.58949 1.68815
H 2.46503 3.13962 1.80811
H 4.66938 2.42868 3.68771
H 4.47180 0.95556 2.67086
H 2.73809 -3.25802 5.09416
H 2.73112 -2.06738 6.50641
H -0.09822 -2.37790 5.77087
H 0.66347 -4.05181 5.79659
H 0.78941 -3.01876 7.30351
H 1.71507 -1.00184 2.50380
H 3.08706 -2.11591 2.86364
H 1.19458 -3.95619 3.53620
H -0.07433 -2.74355 2.89021
H 1.21592 -3.40832 1.81362
H 0.55789 -1.54748 0.57373
H -0.13007 -0.60785 -0.87345
H -1.48083 -3.24207 -0.41343
H 0.64777 -4.61645 -0.10334
C 1.61375 -2.82303 -6.05137
C 1.63309 -1.67634 -6.99833
N 1.64910 -0.78735 -7.73335
H 1.11649 -3.67611 -6.51493
H 2.63404 -3.11061 -5.79652
H 1.08536 -2.54284 -5.13925
C -3.88920 -2.38921 1.93027
C -2.72622 -3.28653 1.72253
N -1.81882 -3.98138 1.55409
H -4.20966 -1.97688 0.96763
H -4.71394 -2.94698 2.37551
H -3.61451 -1.57060 2.59490
C 1.74816 -5.29041 -9.58558
C 0.96671 -5.59185 -8.35720
N 0.35074 -5.84123 -7.40245
H 2.65042 -5.90175 -9.60966
H 1.14729 -5.50654 -10.46890
H 2.03073 -4.23710 -9.59559
C -3.37344 -1.44706 -2.95633
C -3.75425 -1.03168 -1.58050
N -4.04815 -0.70833 -0.51206
H -4.26457 -1.52235 -3.57994
H -2.69506 -0.71218 -3.39055
H -2.87560 -2.41648 -2.92522
C 4.37472 1.59772 -5.14338
C 3.60144 1.31242 -3.90457
N 3.00120 1.08739 -2.93873
H 5.27062 0.97707 -5.17293
H 3.76247 1.38175 -6.01964
H 4.66794 2.64753 -5.16323
C -2.16260 6.29924 2.95457
C -2.68714 5.72874 1.68606
N -3.09239 5.28693 0.70318
H -2.98507 6.69480 3.55059
H -1.64925 5.52448 3.52473
H -1.46131 7.10461 2.73624
C -4.16052 1.18330 6.03728
C -4.60647 0.63702 4.72886
N -4.95063 0.21374 3.71429
H -5.01962 1.55629 6.59496
H -3.67096 0.40121 6.61764
H -3.45744 2.00084 5.87661
C -4.44290 5.26815 -2.72253
C -5.30341 6.23230 -3.45845
N -5.97003 6.97918 -4.02832
H -4.65404 4.25242 -3.05743
H -3.39242 5.49258 -2.90725
H -4.63798 5.33760 -1.65226
```

Summary:
frontier orbital gap	0.3059	Ha
SMILES string	CCCCO[C@H](CCCSC(=S)N(CC)CC)OC(=O)CP(=O)(O)O.CC#N.CC#N.CC#N.CC#N.CC#N.CC#N.CC#N.CC#N
LUMO energy	-0.24	eV
charge	0

Results of the Löwdin charge analysis, in e, for atoms 1 through 2: -0.10, -0.22

[2]
# C31H55AlN12O3P

A molecular structure, C31H55AlN12O3P at a distorted geometry (wB97M-V/def2-TZVPD, OMol25).

```
103
C31H55AlN12O3P (wB97M-V/def2-TZVPD)
C 1.58866 -2.34780 -0.59615
C 0.84379 -1.62754 -1.83569
O -0.41751 -2.23750 -2.22091
P -1.72521 -1.69387 -1.26281
O -1.45376 -2.11937 0.22433
C -1.83608 0.21174 -1.40831
C -1.26684 0.79897 -0.02531
C -1.02372 2.39600 -0.00261
Al -0.56356 3.24104 -1.81299
O -3.14880 -2.50920 -1.74901
C -4.36050 -1.73838 -1.49886
C -4.58723 -1.29391 0.03161
H 1.48750 -1.69566 0.35845
H 2.72308 -2.39878 -0.81629
H 1.18488 -3.40897 -0.37845
H 0.79863 -0.50234 -1.63242
H 1.55299 -1.75383 -2.74679
H -1.18159 0.46944 -2.33253
H -2.88783 0.58745 -1.65271
H -2.08036 0.57613 0.77611
H -0.31526 0.24646 0.34268
H -0.09883 2.57228 0.68207
H -1.87822 2.99363 0.50971
H -1.80911 4.07612 -2.34303
H 0.01870 2.19503 -2.89284
H 0.63589 4.27357 -1.54707
H -5.24971 -2.43279 -1.77234
H -4.40501 -0.85915 -2.23408
H -5.69651 -1.51802 0.28616
H -3.95947 -1.86732 0.79635
H -4.32158 -0.18478 0.11694
C 3.79640 5.68294 0.20529
C 2.29744 5.61590 0.28829
N 1.09779 5.56228 0.34926
H 4.22240 5.73036 1.20948
H 4.18224 4.79519 -0.30400
H 4.09744 6.57266 -0.35167
C -5.09706 -5.53198 -2.30530
C -6.46340 -5.02298 -2.67158
N -7.55646 -4.61520 -2.96470
H -4.53179 -4.74590 -1.79952
H -5.18748 -6.39134 -1.63865
H -4.55965 -5.83410 -3.20381
C 6.96588 4.12764 -3.10563
C 6.12860 3.72565 -1.92402
N 5.45798 3.40408 -0.97948
H 6.77497 5.17153 -3.35878
H 8.02502 4.00609 -2.87076
H 6.71730 3.50277 -3.96506
C 10.41172 4.85160 -5.01374
C 9.03040 5.31557 -5.38071
N 7.92551 5.69371 -5.68518
H 10.95610 5.66067 -4.52364
H 10.35017 3.99987 -4.33344
H 10.95331 4.55176 -5.91250
C -2.85247 1.56690 4.11427
C -3.69310 2.09842 2.98811
N -4.37139 2.52524 2.08272
H -1.97467 1.05700 3.71250
H -2.52589 2.38946 4.75364
H -3.43378 0.86066 4.71020
C -6.02405 2.74596 5.49664
C -5.54024 3.82265 6.42697
N -5.15317 4.68338 7.17187
H -5.94461 1.77176 5.98290
H -7.06689 2.92612 5.22978
H -5.42004 2.74042 4.58736
C -9.24873 -1.58730 0.39529
C -8.76776 -0.51997 1.33809
N -8.38216 0.33336 2.09181
H -9.16320 -2.56692 0.86900
H -10.29303 -1.40789 0.13345
H -8.64620 -1.57775 -0.51490
C -0.74268 -5.63324 1.75293
C 0.36522 -6.60390 1.45361
N 1.25234 -7.38006 1.21408
H -0.70066 -5.33214 2.80056
H -0.64297 -4.74475 1.12415
H -1.70930 -6.10058 1.55597
C 1.66261 -3.53549 4.44630
C 0.16379 -3.60183 4.52794
N -1.03577 -3.65380 4.59547
H 2.08718 -3.49790 5.45130
H 2.04611 -4.41913 3.93239
H 1.96480 -2.64293 3.89521
C -0.49514 -5.77302 -2.75086
C -1.76182 -6.54095 -2.99769
N -2.78095 -7.14715 -3.19521
H -0.33228 -5.66308 -1.67712
H 0.35408 -6.30225 -3.18712
H -0.56969 -4.78192 -3.20300
C 9.87993 9.01239 -7.23428
C 11.06171 8.09626 -7.08567
N 12.00592 7.36147 -6.96673
H 9.57527 9.05784 -8.28138
H 9.04559 8.64106 -6.63598
H 10.14355 10.01592 -6.89549
C 0.38661 -4.72104 8.64545
C 1.73514 -5.03138 8.05917
N 2.81945 -5.28393 7.59314
H -0.11782 -3.96758 8.03737
H -0.22379 -5.62550 8.67071
H 0.50266 -4.34029 9.66177
```

Summary:
frontier orbital gap	0.2181	Ha
LUMO energy	1.45	eV
charge	-1

Results of the Löwdin charge analysis, in e, for atoms 1 through 2: -0.10, -0.28